[1]
Entry from the OMol25 dataset: a structure of composition C16H26AlN6O6S (ωB97M-V with the def2-TZVPD basis set).

Geometry (Å):
O  -0.5778  0.2069  -4.0693
H  -0.8311  0.0815  -4.9963
Al  -0.3481  0.1768  -0.4563
N  -0.4565  1.8803  0.5264
N  0.8384  1.3149  -1.5043
N  -1.6563  -0.6298  0.7046
N  -0.8193  -1.3766  -1.5377
O  -1.3482  2.2139  1.4378
O  -2.1501  -0.1275  1.8742
O  -0.3155  -1.8323  -2.7305
O  1.5977  0.9039  -2.5000
C  1.1962  2.5073  -0.9399
C  0.5368  2.7791  0.2662
C  -1.9644  -1.9092  0.4256
C  -1.4969  -2.3200  -0.8415
C  0.8003  3.8968  1.2040
H  1.0499  3.5124  2.2006
H  -0.0695  4.5516  1.3239
H  1.6440  4.4846  0.8302
C  2.2523  3.2840  -1.6243
H  1.9672  3.4465  -2.6720
H  3.2061  2.7397  -1.5842
H  2.4119  4.2559  -1.1518
C  -2.7053  -2.7837  1.3790
C  -1.7249  -3.6782  -1.4013
H  -3.2486  -2.1784  2.1095
H  -2.0004  -3.4408  1.9110
H  -3.4112  -3.4359  0.8475
H  -1.0341  -3.8934  -2.2203
H  -2.7594  -3.7538  -1.7710
H  -1.6012  -4.4467  -0.6247
H  -1.8614  0.8667  1.7963
H  -0.3806  -0.9723  -3.3582
C  -1.5690  1.0371  -3.4083
H  -1.0157  1.6868  -2.7370
H  -2.3045  0.4524  -2.8452
H  -2.0972  1.6118  -4.1871
O  -2.9912  1.7231  -0.8387
H  -3.7519  1.1249  -0.7922
H  -2.7839  1.9267  0.1028
N  2.1260  -1.3730  -1.5172
C  2.0759  -1.3364  -0.1997
N  1.2032  -0.6164  0.5245
C  1.4793  -0.6945  1.8971
C  0.8577  0.0308  2.9103
C  1.2505  -0.1675  4.2337
C  2.2756  -1.0652  4.5422
C  2.9277  -1.7825  3.5269
C  2.5231  -1.5820  2.2096
S  3.1743  -2.2958  0.7480
H  2.8703  -1.9398  -1.9190
H  1.8197  -0.4921  -2.0676
H  0.0961  0.7509  2.6405
H  0.7675  0.3807  5.0343
H  2.5896  -1.2153  5.5700
H  3.7370  -2.4891  3.7190

Its energy above the lowest of the compared OMol25 structures with the same formula, charge and spin is 0.0 kJ/mol. For the HOMO energy (spin up / spin down), the calculation gives -10.43 / -10.48 eV. The gap between HOMO and LUMO (spin up / spin down) is 5.761 / 5.808 eV. The calculation puts the LUMO energy (spin up / spin down) at -4.67 / -4.68 eV. Its total charge is +1.

***

[2]
Entry from the OMol25 dataset: a cluster of 6 separate species, C24H41ClN2O15PS in total (ωB97M-V with the def2-TZVPD basis set).

Geometry (Å):
C  -1.3196  0.5690  0.0267
C  -1.1703  -0.8288  0.6602
C  -1.8927  -1.9439  -0.1161
C  -3.2260  -2.3183  0.5642
N  -4.3470  -2.5705  -0.3628
C  -5.4414  -1.6278  -0.2486
C  -6.1839  -1.9630  1.0654
N  -6.6099  -0.8179  1.9731
C  -6.0826  0.5412  1.6720
Cl  -4.5037  0.8064  2.4115
C  -6.1064  0.7770  0.1857
C  -5.0608  -0.1508  -0.4817
P  -5.0812  0.2239  -2.2863
S  -4.0591  -0.9834  -3.4040
H  -2.0383  1.1943  0.5580
H  -0.3782  1.1072  0.0350
H  -1.6709  0.4772  -0.9993
H  -1.5419  -0.7975  1.6821
H  -0.1132  -1.0659  0.7342
H  -2.0604  -1.6722  -1.1557
H  -1.2590  -2.8241  -0.1179
H  -3.4993  -1.5794  1.3120
H  -3.0443  -3.2422  1.1127
H  -4.0204  -2.5755  -1.3227
H  -6.1132  -1.8970  -1.0657
H  -5.6063  -2.6588  1.6564
H  -7.0893  -2.5007  0.8131
H  -6.3438  -1.0448  2.9353
H  -7.6303  -0.7639  1.9920
H  -6.7370  1.2579  2.1542
H  -7.0753  0.4614  -0.2022
H  -5.9382  1.8209  -0.0506
H  -4.0664  0.1198  -0.1439
H  -4.6449  1.5615  -2.3488
H  -6.4631  0.2505  -2.5765
C  2.8094  3.2452  -1.7084
C  2.7235  2.4008  -2.9629
O  2.8549  1.0698  -2.4416
C  2.4793  1.0826  -1.1452
O  2.3262  0.1042  -0.4803
O  2.3001  2.3433  -0.7056
H  2.2067  4.1469  -1.7544
H  3.8257  3.5140  -1.4488
H  1.7562  2.4846  -3.4625
H  3.5123  2.6103  -3.6795
C  7.2784  4.4026  1.4355
C  6.3087  4.7313  2.5512
O  5.2624  5.4145  1.8494
C  5.2959  5.0274  0.5589
O  4.4531  5.2806  -0.2451
O  6.4090  4.3058  0.2986
H  7.8105  3.4679  1.5880
H  7.9994  5.2013  1.2569
H  5.8908  3.8400  3.0213
H  6.7342  5.3729  3.3175
C  -0.8163  0.6631  4.4444
C  -1.3442  1.9924  3.9399
O  -0.5135  2.9272  4.6235
C  0.6491  2.3020  4.9570
O  1.6104  2.8470  5.3813
O  0.5466  0.9664  4.7330
H  -0.8786  -0.1349  3.7096
H  -1.3083  0.3416  5.3653
H  -1.2064  2.1179  2.8624
H  -2.3901  2.1622  4.1912
C  1.3942  -1.7801  -3.3786
C  0.8877  -3.0873  -2.8220
O  0.7352  -3.8883  -4.0017
C  1.5580  -3.3876  -4.9575
O  1.7929  -3.9183  -5.9929
O  2.0778  -2.1956  -4.5657
H  2.0685  -1.2686  -2.7005
H  0.5820  -1.1029  -3.6588
H  1.6087  -3.5631  -2.1594
H  -0.0615  -2.9865  -2.3006
C  5.3527  -2.7252  -1.6404
C  5.9984  -3.8875  -0.9157
O  5.0227  -4.2022  0.0856
C  3.8204  -3.7587  -0.3424
O  2.7776  -4.0096  0.1723
O  3.9587  -2.9877  -1.4471
H  5.5899  -2.6924  -2.7005
H  5.5925  -1.7613  -1.1882
H  6.1340  -4.7582  -1.5590
H  6.9483  -3.6330  -0.4538

For the HOMO energy, the calculation gives -11.73 eV. The gap between HOMO and LUMO is 8.070 eV. The calculation puts the LUMO energy at -3.65 eV. Its total charge is +1.

***

[3]
Entry from the OMol25 dataset: the molecule C6H12O (ωB97M-V with the def2-TZVPD basis set).

Geometry (Å):
C  1.9619  0.5866  1.2963
C  1.0234  -0.1033  0.3674
C  1.3192  -0.2302  -1.0840
O  -0.0171  -0.7403  0.9566
C  -1.0340  -0.3035  0.1744
C  -1.3014  1.1422  -0.0488
C  -1.9697  -1.3629  -0.2959
H  1.7558  0.2646  2.3222
H  1.8662  1.6828  1.2719
H  3.0067  0.3571  1.0447
H  1.0528  0.6602  -1.6871
H  0.7620  -1.0745  -1.5070
H  2.3980  -0.3932  -1.2387
H  -0.9994  1.5205  -1.0453
H  -2.3794  1.3451  0.0461
H  -0.7585  1.7437  0.6910
H  -1.8940  -2.2339  0.3669
H  -1.7479  -1.7064  -1.3181
H  -3.0047  -0.9978  -0.2981

Its energy above the lowest of the compared OMol25 structures with the same formula, charge and spin is 353.2 kJ/mol. For the HOMO energy (spin up / spin down), the calculation gives -6.69 / -6.70 eV. The gap between HOMO and LUMO (spin up / spin down) is 7.653 / 7.658 eV. The calculation puts the LUMO energy (spin up / spin down) at 0.96 / 0.96 eV. Its total charge is 0.

***

[4]
Entry from the OMol25 dataset: a structure of composition C20H18N5O3PtS2 (ωB97M-V with the def2-TZVPD basis set).

Geometry (Å):
Pt  2.4618  -5.3876  14.2601
C  -1.9412  -9.5637  18.0436
C  -1.4749  -8.5744  16.9921
C  -2.1861  -7.4441  16.4826
C  -1.5949  -6.4547  15.6750
C  -0.1983  -6.4780  15.4296
N  0.4902  -5.3356  15.1389
C  -0.2086  -4.1853  14.7243
C  -0.7546  -3.3170  15.6109
C  -1.6152  -2.2524  15.1897
C  -1.8811  -1.9815  13.8753
C  -2.9671  -1.0675  13.4845
C  -1.2119  -2.8092  12.9248
C  -0.3312  -3.7860  13.3585
N  0.3623  -4.4491  12.3533
C  0.0920  -4.2937  11.0178
C  1.1683  -4.7706  10.2735
C  2.0847  -5.2690  11.2100
N  1.5997  -5.1598  12.4510
C  0.4598  -7.7478  15.6156
C  -0.1409  -8.6780  16.5429
N  1.5600  -8.1820  14.8246
C  1.9071  -9.4816  14.6940
C  2.9933  -9.5564  13.8544
C  3.2553  -8.2697  13.3985
N  2.3995  -7.4279  14.0121
H  -3.0412  -9.6971  18.1067
H  -1.4663  -9.2598  18.9510
H  -1.5313  -10.5744  17.8097
H  -3.2446  -7.3426  16.7760
H  -2.2405  -5.6604  15.3668
H  -0.6638  -3.5237  16.6856
H  -2.1764  -1.6136  15.8518
H  -2.9411  -0.1824  14.0900
H  -3.9515  -1.5789  13.6317
H  -2.9853  -0.8081  12.3934
H  -1.3026  -2.5058  11.8424
H  -0.8783  -3.9278  10.6578
H  1.3066  -4.7937  9.1925
H  3.0609  -5.7418  11.0423
H  0.4085  -9.5692  16.8074
H  1.4568  -10.2910  15.2503
H  3.4804  -10.4462  13.5389
H  4.1047  -7.9093  12.7971
O  3.9180  -3.7984  17.4909
S  4.1689  -4.9292  16.6114
O  3.0857  -6.0560  16.4055
O  5.5190  -5.4334  16.6683
S  4.1872  -3.9663  14.6403

Its energy above the lowest of the compared OMol25 structures with the same formula, charge and spin is 0.0 kJ/mol. For the HOMO energy (spin up / spin down), the calculation gives -10.55 / -11.70 eV. The gap between HOMO and LUMO (spin up / spin down) is 7.206 / 5.640 eV. As for the expectation value of S²: 6.065. The multiplicity is 5. The calculation puts the LUMO energy (spin up / spin down) at -3.35 / -6.06 eV. Its total charge is +1.